15
Properties=species:S:1:pos:R:3:forces:R:3:lowdin_spin:R:1 method="wB97M-V/def2-TZVPD" e_lumo_ev="-0.94 / -4.68" multiplicity=2 s_squared=0.76 homo_energy_ha="-0.3078 / -0.3077"
C -0.08096 -1.27394 0.65731 2.584 -1.315 0.881 0.00
C -0.42406 -0.32818 1.78338 -1.125 0.681 -0.426 0.00
O 0.68398 0.47871 2.17518 0.045 -0.471 0.526 0.01
C 1.13523 1.41733 1.39237 -0.041 0.381 -0.796 0.03
O 0.74133 1.71180 0.26270 0.058 -0.255 0.250 0.25
O 2.11666 2.11260 1.81395 0.035 0.003 0.176 0.71
O 0.88464 -1.18000 -0.05405 -1.551 0.144 0.213 0.00
F -0.69069 -2.45121 0.82321 -0.256 0.735 -0.572 0.00
H -0.72361 -0.88141 2.67927 0.163 0.062 -0.349 0.00
H -1.26550 0.29980 1.45339 0.148 -0.068 0.192 0.00
O -1.59102 0.09859 -3.97400 0.748 -0.388 1.163 0.00
C -0.88473 -0.06793 -2.97943 -2.236 -0.761 0.032 0.00
O 0.23729 0.41957 -2.70546 1.119 0.356 0.262 0.00
Li 1.17301 0.39786 -1.24894 -0.020 0.164 -0.238 0.00
H -1.31157 -0.75360 -2.07889 0.327 0.733 -1.315 0.00